{"formula": "C17H52BCrO17S5", "method": "ωB97M-V with the def2-TZVPD basis set", "species": ["Cr", "B", "H", "H", "H", "H", "O", "S", "O", "O", "C", "C", "C", "H", "H", "H", "H", "H", "H", "H", "H", "O", "S", "O", "O", "C", "C", "C", "H", "H", "H", "H", "H", "H", "H", "H", "O", "S", "O", "O", "C", "C", "C", "H", "H", "H", "H", "H", "H", "H", "H", "O", "S", "O", "O", "C", "C", "C", "H", "H", "H", "H", "H", "H", "H", "H", "O", "S", "O", "O", "C", "C", "C", "H", "H", "H", "H", "H", "H", "H", "H", "C", "O", "H", "H", "H", "H", "C", "O", "H", "H", "H", "H"], "positions_angstrom": [[1.6043, 1.7612, -0.4136], [-0.2895, 0.5456, -0.2395], [-1.2309, -0.1187, -0.2854], [0.2828, 0.2893, 0.7415], [0.4182, 0.4183, -1.1279], [-0.4836, 1.6712, -0.1488], [1.1625, -0.3081, -4.3674], [2.2778, 0.3852, -3.7849], [2.2774, 0.7279, -2.3794], [3.5897, -0.5150, -4.0429], [3.7324, -1.1017, -5.3703], [4.8122, -2.1824, -5.2696], [2.6582, 1.8442, -4.7768], [4.0471, -0.3345, -6.0728], [2.8091, -1.6163, -5.6247], [5.7784, -1.7298, -5.0605], [4.8105, -2.6680, -6.2458], [4.5329, -2.9236, -4.5249], [3.0377, 1.5995, -5.7627], [3.3486, 2.4646, -4.2061], [1.7640, 2.4576, -4.8940], [-2.8743, -3.1772, -3.4096], [-3.3852, -1.9522, -2.8447], [-4.6774, -1.4789, -3.2517], [-3.3878, -2.1322, -1.2385], [-4.1222, -1.1746, -0.4640], [-3.9843, -1.6389, 0.9728], [-2.1790, -0.5902, -3.0390], [-5.1749, -1.1348, -0.7478], [-3.7003, -0.1770, -0.6207], [-4.1774, -2.6999, 1.1160], [-4.6983, -1.0983, 1.5989], [-2.9789, -1.4479, 1.3542], [-2.4989, 0.3386, -2.5823], [-2.1484, -0.4564, -4.1211], [-1.2406, -1.0210, -2.7064], [-2.8057, -3.8193, 2.9582], [-1.6784, -3.6161, 3.8013], [-0.4662, -4.3900, 3.6904], [-1.2194, -2.0589, 3.6260], [-0.0395, -1.6374, 4.3324], [0.0723, -0.1284, 4.3418], [-2.2066, -3.6509, 5.5298], [0.7891, -2.0937, 3.7936], [-0.0512, -1.9668, 5.3727], [0.9891, 0.1997, 4.8296], [-0.7641, 0.3191, 4.8788], [0.0928, 0.2285, 3.3080], [-2.6486, -4.6347, 5.6820], [-2.8915, -2.8273, 5.6971], [-1.3262, -3.6480, 6.1679], [2.9976, -1.3519, 2.6590], [2.7270, -1.3675, 1.2629], [2.6251, -0.1138, 0.5309], [3.8754, -2.2579, 0.5526], [3.8824, -2.2595, -0.9038], [5.3332, -2.3073, -1.3510], [1.2615, -2.3691, 0.8863], [3.4112, -1.3487, -1.2631], [3.3834, -3.1641, -1.2525], [5.8994, -1.4700, -0.9432], [5.3336, -2.1954, -2.4344], [5.7814, -3.2376, -1.0095], [1.2803, -3.3047, 1.4359], [1.1999, -2.4498, -0.1981], [0.3926, -1.7601, 1.1463], [-3.9010, 5.1913, 0.8663], [-2.9918, 4.0812, 0.8293], [-1.5716, 4.2804, 0.9035], [-3.4658, 3.0935, 2.0130], [-2.6002, 1.9909, 2.4000], [-3.3262, 1.2694, 3.4960], [-3.4358, 3.0115, -0.5880], [-1.6736, 2.3770, 2.8350], [-2.3960, 1.3690, 1.5308], [-2.7839, 0.3482, 3.7178], [-4.3273, 1.0359, 3.1325], [-3.3778, 1.8361, 4.4236], [-2.7382, 2.1790, -0.5609], [-3.3998, 3.6001, -1.5042], [-4.4846, 2.7679, -0.4388], [0.6789, 4.6198, -1.4975], [0.8702, 3.2459, -1.9135], [0.8316, 5.3163, -2.3242], [-0.3457, 4.7025, -1.1383], [1.3682, 4.9538, -0.7270], [0.1806, 3.0876, -2.5662], [1.5974, 3.1625, 2.5688], [0.9569, 3.1486, 1.2695], [2.1772, 2.2473, 2.6761], [2.2332, 4.0296, 2.7379], [0.7695, 3.1316, 3.2788], [0.2141, 3.7789, 1.2923]], "forces_ev_per_angstrom": [[-0.7794, -0.3307, -0.0469], [-0.7281, -0.4114, 0.9069], [-1.0255, -0.5496, -0.3117], [0.6323, -0.2029, 1.1201], [0.8659, -0.8479, -1.7334], [-0.9719, 1.9366, 0.0252], [0.3139, 0.6730, 0.7240], [0.6243, -0.7229, -1.8769], [0.5872, 0.0165, -0.4720], [-0.8408, 1.0500, 0.8517], [0.5518, -1.2413, 0.3944], [-0.5868, 0.6698, -0.2762], [-0.3640, 0.4547, 0.9116], [-0.2930, 0.0804, -0.0918], [-0.2133, 0.5051, -0.2147], [0.1097, -0.2290, 0.0361], [0.3166, -0.0812, 0.0336], [0.1113, 0.0091, 0.0663], [0.0398, -0.3050, 0.0963], [0.2832, -0.2619, -0.0995], [-0.2117, -0.3571, 0.0138], [-0.0109, 1.2744, 0.7579], [-0.0483, 0.0860, 0.2670], [0.2937, 0.0752, 0.1063], [0.1832, -0.2402, -1.2791], [-0.2744, -0.1684, 0.6055], [0.1049, 0.4731, 0.2985], [-0.5709, -1.5139, -0.8948], [0.1180, -0.2371, -0.3012], [0.0839, -0.0155, 0.0906], [-0.0765, 0.0051, -0.3284], [0.0595, 0.0615, 0.0029], [-0.0173, -0.0071, -0.0216], [-0.0169, -0.1929, 0.3876], [0.0868, 0.0325, -0.0069], [0.1277, 0.4294, 0.2149], [0.2399, 0.1916, -0.0390], [1.2928, 0.5618, 1.1594], [-0.7846, 0.1434, -0.1882], [-1.2106, -0.3645, 0.0660], [0.6980, -0.0879, 0.1044], [-0.3181, -0.0245, -0.5342], [0.4652, -0.4926, -0.7245], [0.2526, 0.0477, 0.3849], [-0.0587, -0.3559, -0.1179], [0.0905, -0.2423, 0.0186], [-0.0385, 0.0369, -0.0894], [-0.0970, 0.1888, 0.0545], [-0.3539, 0.1404, -0.1541], [-0.0816, -0.0832, 0.1201], [0.0310, 0.3910, -0.0663], [0.0849, 0.2486, -0.2828], [-0.2938, -2.0147, -0.9648], [0.3471, 0.7700, 0.0224], [-0.9666, 1.0898, 0.7414], [0.8350, -0.0298, -0.1125], [-0.3825, 0.3031, 0.2330], [0.1462, 1.3339, 0.0471], [-0.1952, -0.1163, -0.0707], [-0.3170, 0.1537, 0.1055], [-0.0516, -0.0102, 0.0877], [0.2100, -0.3211, -0.0241], [0.1626, -0.0114, -0.2740], [0.1970, -0.0502, -0.0717], [0.2388, -0.3423, 0.0091], [0.0883, -0.1023, 0.3118], [0.9688, -0.6630, 0.0002], [-2.4338, -0.9686, -0.0689], [0.4333, 0.0858, -0.0402], [0.6627, 0.9162, -0.5912], [0.1930, 0.4280, 0.6065], [-0.1892, -0.5720, -0.1861], [0.2698, 1.1682, 0.7081], [0.0904, 0.1626, -0.5099], [0.0705, -0.1211, 0.0145], [-0.1704, -0.1056, -0.1066], [-0.0411, -0.1726, 0.3111], [-0.1027, 0.2348, -0.1468], [-0.1448, -0.1901, -0.2237], [0.3926, 0.0054, 0.0438], [0.1037, -0.3190, 0.2030], [-0.6271, 0.7311, -0.2209], [0.9685, 0.2853, 0.6815], [-0.0502, -0.3005, -0.2168], [0.1298, 0.2436, 0.1788], [0.1252, -0.6680, 0.1357], [0.0033, -0.5395, 0.1411], [-0.7514, -0.3773, 0.0397], [1.2800, 0.0569, -0.1459], [0.0187, 0.0150, -0.0803], [-0.0808, 0.0817, -0.1927], [0.3573, 0.0830, 0.3495], [-0.1705, -0.3681, -0.3915]], "lowdin_charge": [0.914, -0.434, 0.016, -0.019, -0.033, -0.035, -0.246, 0.648, -0.342, -0.258, -0.232, -0.054, -0.084, 0.116, 0.121, 0.086, 0.091, 0.078, 0.069, 0.080, 0.075, -0.269, 0.615, -0.284, -0.257, -0.268, -0.062, -0.111, 0.121, 0.090, 0.077, 0.082, 0.061, 0.051, 0.070, 0.052, -0.256, 0.612, -0.283, -0.282, -0.269, -0.057, -0.101, 0.092, 0.117, 0.090, 0.077, 0.066, 0.077, 0.075, 0.064, -0.235, 0.654, -0.366, -0.233, -0.248, -0.042, -0.064, 0.084, 0.131, 0.090, 0.055, 0.091, 0.087, 0.082, 0.050, -0.250, 0.634, -0.304, -0.248, -0.244, -0.055, -0.084, 0.111, 0.099, 0.063, 0.086, 0.091, 0.027, 0.074, 0.081, -0.066, -0.165, 0.100, 0.078, 0.095, 0.118, -0.055, -0.202, 0.088, 0.095, 0.092, 0.057], "multiplicity": 5, "homo_lumo_gap_ev": [8.90, 9.63], "total_charge": 1, "lumo_energy_ev": [-3.64, -3.18], "homo_ev": [-12.540, -12.814]}

***

{"formula": "C20H21BrN2O4", "method": "ωB97M-V with the def2-TZVPD basis set", "species": ["C", "H", "H", "H", "O", "C", "C", "C", "C", "C", "C", "C", "O", "N", "C", "C", "C", "C", "C", "C", "C", "C", "H", "H", "Br", "H", "H", "H", "C", "O", "N", "C", "C", "C", "O", "H", "H", "H", "H", "H", "H", "H", "H", "H", "H", "H", "H", "H"], "positions_angstrom": [[0.4294, -4.4649, 1.3026], [1.1388, -4.7126, 0.5150], [0.9438, -4.4718, 2.2692], [-0.3757, -5.2052, 1.3101], [-0.0530, -3.1808, 0.9837], [-1.0164, -2.6311, 1.7583], [-1.4988, -3.1819, 2.9423], [-2.4483, -2.5077, 3.6900], [-2.9270, -1.2751, 3.2826], [-2.4543, -0.7173, 2.1081], [-1.5131, -1.3858, 1.3378], [-1.0537, -0.8128, 0.0396], [-1.1033, -1.4250, -1.0104], [-0.6034, 0.4662, 0.1797], [0.0683, 1.3416, -0.6937], [1.0704, 2.1130, -0.2304], [1.6741, 2.0899, 1.0910], [2.1455, 3.2893, 1.6346], [2.7117, 3.3302, 2.8920], [2.8337, 2.1550, 3.6168], [2.4117, 0.9461, 3.0901], [1.8340, 0.9167, 1.8351], [1.5534, -0.0377, 1.4155], [2.5370, 0.0348, 3.6546], [3.6102, 2.1992, 5.3559], [3.0621, 4.2626, 3.3070], [2.0497, 4.1999, 1.0629], [1.4416, 2.8648, -0.9139], [-0.3680, 1.6004, -2.1080], [-0.0313, 2.6463, -2.6546], [-1.1351, 0.6773, -2.6955], [-1.5450, 0.8091, -4.0744], [-0.5998, 0.0891, -5.0426], [0.8425, 0.6145, -4.9626], [0.9519, 1.9900, -5.1943], [0.6041, 2.4576, -4.4122], [1.4385, 0.1254, -5.7388], [1.2748, 0.3478, -3.9859], [-0.5922, -0.9804, -4.8247], [-0.9778, 0.2382, -6.0547], [-1.5755, 1.8750, -4.3146], [-2.5517, 0.3939, -4.1695], [-1.2166, -0.2449, -2.2644], [-0.5308, 0.7735, 1.1436], [-2.8375, 0.2338, 1.7669], [-3.6661, -0.7544, 3.8707], [-2.8138, -2.9538, 4.6025], [-1.1391, -4.1380, 3.2871]], "forces_ev_per_angstrom": [[0.1174, -0.2253, 0.0769], [-0.0444, -0.0260, 0.0838], [-0.0378, -0.0099, -0.0383], [0.0178, 0.0371, 0.0097], [-0.1886, 0.2750, -0.0032], [-0.0873, 0.2108, 0.0423], [0.2282, -0.2007, -0.1943], [-0.0918, 0.1667, -0.0334], [-0.0781, -0.0275, 0.1618], [0.1197, -0.1338, -0.0779], [-0.0367, -0.3067, 0.0544], [0.0519, 0.1480, 0.0569], [0.0478, -0.2229, -0.0517], [-0.0961, 0.1933, 0.4386], [0.7341, 0.4588, -0.0172], [-0.4236, -0.3090, -0.5749], [0.1251, -0.0734, 0.4574], [-0.1304, -0.1984, -0.0799], [0.0934, -0.0436, 0.1866], [0.0763, -0.0027, 0.1738], [0.0733, 0.0543, 0.1993], [0.0731, 0.1273, -0.0856], [-0.0446, -0.0657, -0.0305], [0.0214, -0.0554, 0.0406], [-0.1052, -0.0026, -0.2457], [0.0197, 0.0569, 0.0341], [-0.0029, 0.1021, -0.0722], [-0.1088, 0.0088, -0.0853], [-0.3248, -0.1288, -0.0016], [0.1731, 0.2247, -0.1123], [-0.0469, -0.1817, 0.0116], [-0.0022, 0.0519, -0.3840], [0.2584, 0.3819, 0.1726], [-0.1687, -0.4257, 0.0102], [-0.1197, 0.5034, -0.0457], [0.0967, -0.1302, -0.1030], [-0.0192, -0.0501, 0.1455], [0.0021, -0.0319, -0.1006], [-0.0367, -0.0945, -0.0415], [-0.0186, -0.0583, -0.0651], [-0.1043, -0.1637, 0.0083], [0.0435, 0.1109, -0.0072], [0.0760, 0.2054, 0.1308], [-0.0763, -0.1523, -0.1432], [-0.0285, 0.0825, -0.0391], [-0.0726, 0.0432, 0.0509], [-0.0243, -0.0410, 0.0785], [0.0700, -0.0810, 0.0088]], "lowdin_charge": [-0.070, 0.098, 0.096, 0.100, -0.068, -0.220, -0.011, -0.073, -0.083, -0.027, -0.074, -0.393, 0.086, 0.147, -0.107, 0.036, -0.205, -0.021, -0.118, -0.678, -0.117, -0.029, 0.118, 0.103, 0.727, 0.103, 0.120, 0.127, -0.428, 0.030, 0.095, -0.168, -0.154, -0.283, -0.072, 0.049, 0.115, 0.114, 0.111, 0.112, 0.122, 0.121, 0.095, 0.135, 0.121, 0.103, 0.108, 0.105], "de_lowest_ev": 1.645, "homo_lumo_gap_ev": 8.50, "total_charge": 0, "smiles": "COc1ccccc1C(=O)N/C(=C\\c1ccc(Br)cc1)C(=O)NCCCO", "lumo_energy_ev": -0.14, "homo_ev": -8.637}

***

{"formula": "C3H5N3O", "method": "ωB97M-V with the def2-TZVPD basis set", "species": ["C", "N", "C", "O", "N", "C", "N", "H", "H", "H", "H", "H"], "positions_angstrom": [[-1.7290, -0.7399, -0.0051], [1.2403, 1.0270, 0.3204], [0.0119, 1.0357, -0.1180], [2.3355, 1.0996, -0.5366], [-0.3874, -0.2420, -0.2200], [0.8596, -0.9454, 0.1881], [1.4714, -1.9370, 0.1881], [3.0531, 1.4557, 0.0048], [-0.6594, 1.8659, 0.0398], [-1.7084, -1.8166, -0.1646], [-2.4176, -0.2682, -0.7096], [-2.0701, -0.5347, 1.0127]], "forces_ev_per_angstrom": [[-0.5006, -0.4275, -0.1502], [1.5779, -1.6452, 0.5829], [-0.4480, -1.2071, 0.7229], [0.7117, 1.4414, -0.4410], [0.8221, 0.8703, 1.2707], [-1.4547, 0.5464, -1.0244], [-0.1249, 0.2343, 0.3139], [-0.1620, 0.0032, -0.0500], [-0.5284, 0.2756, -1.1802], [-0.1206, 0.1042, -0.0432], [0.1096, -0.1420, 0.0323], [0.1179, -0.0537, -0.0337]], "lowdin_charge": [-0.037, -0.081, -0.134, -0.045, -0.052, -0.310, 0.134, 0.101, 0.143, 0.095, 0.091, 0.095], "de_lowest_ev": 6.741, "homo_lumo_gap_ev": [7.31, 7.30], "total_charge": 0, "smiles": "CN(C#N)/C=N/O", "lumo_energy_ev": [-0.71, -0.71], "homo_ev": [-8.016, -8.015]}